## i
A single C20H33ClN2O4 molecule. Source: the OMol25 dataset; level of theory: the ωB97M-V functional and the def2-TZVPD basis.

Output
Gap between HOMO and LUMO: 9.72 eV
LUMO energy: 0.35 eV
Highest occupied orbital energy: -9.37 eV
Molecular weight: 400.95 g mol⁻¹

Structure (ORCA input):
```
! wB97M-V def2-TZVPD RIJCOSX def2/J DEFGRID3
* xyz 0 1
C -3.396 3.697 1.674
N -2.818 2.388 1.364
C -2.440 2.176 -0.017
C -1.219 2.967 -0.486
O -1.629 4.284 -0.745
C 0.036 2.765 0.390
N 0.493 1.789 -0.592
C 1.738 1.244 -0.673
O 2.539 1.375 0.235
C 1.999 0.376 -1.881
C 1.858 -1.082 -1.459
C 2.980 -1.755 -0.646
C 2.730 -3.047 -1.435
O 1.869 -3.876 -0.669
C 1.998 -2.207 -2.527
C 0.701 -2.760 -3.082
C 2.965 -1.847 -3.646
C -0.465 2.213 -1.618
C -2.576 1.601 2.461
O -2.800 2.055 3.568
C -2.019 0.139 2.420
Cl -3.349 -0.817 3.224
C -0.797 0.116 3.350
C -0.196 -1.272 3.538
C 0.148 -1.899 2.194
C -1.091 -1.959 1.310
C -1.691 -0.568 1.106
H -4.209 3.575 2.385
H -2.655 4.367 2.114
H -3.761 4.139 0.751
H -2.271 1.128 -0.203
H -3.274 2.482 -0.654
H -0.855 4.831 -0.918
H 0.683 3.647 0.441
H -0.116 2.386 1.400
H 1.299 0.603 -2.688
H 3.012 0.575 -2.233
H 0.901 -1.218 -0.944
H 3.953 -1.316 -0.869
H 2.867 -1.830 0.432
H 3.605 -3.608 -1.778
H 1.611 -4.635 -1.202
H 0.880 -3.630 -3.721
H 0.023 -3.053 -2.279
H 0.198 -2.007 -3.694
H 3.175 -2.726 -4.260
H 2.545 -1.078 -4.299
H 3.917 -1.477 -3.262
H -1.008 1.410 -2.121
H -0.036 2.892 -2.361
H -0.032 0.758 2.896
H -1.084 0.566 4.298
H 0.694 -1.184 4.164
H -0.904 -1.909 4.075
H 0.909 -1.284 1.700
H 0.573 -2.896 2.316
H -0.836 -2.374 0.331
H -1.839 -2.620 1.755
H -2.587 -0.647 0.487
H -0.946 0.038 0.581
*
```

***

## ii
A single C20H33ClN2O4 molecule. Source: the OMol25 dataset; level of theory: the ωB97M-V functional and the def2-TZVPD basis.

Output
Gap between HOMO and LUMO: 9.62 eV
LUMO energy: 0.38 eV
Highest occupied orbital energy: -9.24 eV
Molecular weight: 400.95 g mol⁻¹

Structure (ORCA input):
```
! wB97M-V def2-TZVPD RIJCOSX def2/J DEFGRID3
* xyz 0 1
C -3.590 -2.832 -2.083
N -2.601 -2.389 -1.137
C -1.368 -1.924 -1.681
C -1.529 -0.778 -2.631
O -2.124 -1.266 -3.809
C -2.151 0.489 -1.992
N -0.817 1.075 -1.994
C -0.387 2.293 -1.535
O -1.155 3.211 -1.328
C 1.094 2.453 -1.337
C 1.499 2.138 0.081
C 0.986 3.081 1.192
C 2.355 2.962 1.882
O 2.316 2.029 2.942
C 2.957 2.436 0.544
C 3.852 1.227 0.633
C 3.638 3.525 -0.229
C -0.211 0.021 -2.800
C -3.048 -2.130 0.137
O -4.210 -1.951 0.362
C -2.057 -2.193 1.299
Cl -2.996 -2.694 2.742
C -1.488 -0.817 1.578
C -0.404 -0.824 2.636
C 0.673 -1.837 2.323
C 0.087 -3.222 2.173
C -0.995 -3.260 1.112
H -4.372 -3.359 -1.553
H -4.044 -2.008 -2.633
H -3.112 -3.505 -2.794
H -0.697 -1.605 -0.890
H -0.863 -2.739 -2.220
H -2.342 -0.515 -4.375
H -2.849 1.033 -2.635
H -2.584 0.363 -0.999
H 1.668 1.848 -2.056
H 1.322 3.496 -1.565
H 1.248 1.098 0.299
H 0.821 4.093 0.842
H 0.126 2.743 1.767
H 2.791 3.909 2.233
H 3.197 1.974 3.327
H 4.799 1.466 1.133
H 3.373 0.422 1.191
H 4.088 0.852 -0.368
H 4.579 3.798 0.257
H 3.861 3.201 -1.247
H 3.026 4.430 -0.290
H 0.680 -0.444 -2.365
H -0.013 0.349 -3.821
H -1.076 -0.384 0.652
H -2.306 -0.162 1.881
H 0.031 0.169 2.723
H -0.844 -1.049 3.612
H 1.195 -1.552 1.394
H 1.427 -1.830 3.113
H 0.869 -3.941 1.916
H -0.325 -3.546 3.132
H -1.487 -4.234 1.125
H -0.517 -3.191 0.130
*
```

***

Most favorable structure: i. The second most favorable one is 0.0123 hartree above it.

***

## i
A single C30H40N4O2 molecule. Source: the OMol25 dataset; level of theory: the ωB97M-V functional and the def2-TZVPD basis.

Output
Gap between HOMO and LUMO: 8.58 eV
LUMO energy: 0.69 eV
Highest occupied orbital energy: -7.89 eV
Molecular weight: 488.68 g mol⁻¹

Structure (ORCA input):
```
! wB97M-V def2-TZVPD RIJCOSX def2/J DEFGRID3
* xyz 0 1
O -0.633 -3.137 -0.722
C -1.597 -2.452 -0.442
C -2.077 -1.283 -1.287
C -1.508 -1.352 -2.704
C -1.478 -0.013 -3.443
C -0.840 -0.187 -4.823
C -0.761 1.147 -5.559
C -2.152 1.753 -5.711
C -2.799 1.931 -4.341
C -2.871 0.597 -3.601
N -2.375 -2.690 0.642
C -1.989 -3.658 1.639
C -1.243 -2.989 2.808
N -0.109 -2.241 2.361
C -0.120 -0.916 2.112
N -1.032 -0.024 2.196
C -0.393 1.215 1.775
C 1.003 0.836 1.184
C 1.073 0.940 -0.352
C 0.940 2.364 -0.803
C -0.279 2.885 -1.218
C -0.388 4.208 -1.610
C 0.723 5.033 -1.587
C 1.942 4.527 -1.170
C 2.048 3.204 -0.781
N 1.124 -0.516 1.677
C 1.823 -1.669 1.169
C 1.182 -2.800 2.002
C 2.010 -3.135 3.265
C 2.286 -1.896 4.066
C 3.503 -1.238 3.966
C 3.730 -0.051 4.638
C 2.731 0.503 5.428
O 2.904 1.675 6.101
C 1.515 -0.159 5.553
C 1.303 -1.345 4.881
H -1.747 -0.371 -0.780
H -3.168 -1.276 -1.298
H -2.088 -2.074 -3.283
H -0.488 -1.741 -2.636
H -0.856 0.688 -2.875
H 0.161 -0.609 -4.713
H -1.436 -0.891 -5.409
H -0.307 1.002 -6.542
H -0.127 1.835 -4.994
H -2.087 2.716 -6.220
H -2.772 1.091 -6.321
H -3.802 2.347 -4.452
H -2.205 2.637 -3.755
H -3.328 0.754 -2.621
H -3.506 -0.095 -4.159
H -3.004 -1.961 0.945
H -1.336 -4.377 1.137
H -2.878 -4.173 2.012
H -1.910 -2.282 3.308
H -0.929 -3.759 3.522
H -0.276 1.871 2.644
H -1.027 1.731 1.052
H 1.794 1.462 1.617
H 0.285 0.322 -0.782
H 2.037 0.541 -0.676
H -1.156 2.253 -1.243
H -1.343 4.595 -1.933
H 0.639 6.065 -1.895
H 2.814 5.165 -1.150
H 3.003 2.813 -0.461
H 1.632 -1.835 0.099
H 2.899 -1.588 1.335
H 1.051 -3.705 1.400
H 1.449 -3.856 3.864
H 2.943 -3.605 2.951
H 4.295 -1.657 3.360
H 4.685 0.451 4.547
H 3.787 2.022 5.928
H 0.749 0.274 6.176
H 0.355 -1.849 4.993
*
```

***

## ii
A single C30H40N4O2 molecule. Source: the OMol25 dataset; level of theory: the ωB97M-V functional and the def2-TZVPD basis.

Output
Gap between HOMO and LUMO: 8.95 eV
LUMO energy: 0.57 eV
Highest occupied orbital energy: -8.38 eV
Molecular weight: 488.68 g mol⁻¹

Structure (ORCA input):
```
! wB97M-V def2-TZVPD RIJCOSX def2/J DEFGRID3
* xyz 0 1
O -1.506 -3.277 3.329
C -1.601 -3.111 2.127
C -1.972 -4.229 1.167
C -0.842 -5.264 1.122
C 0.509 -4.688 0.682
C 1.613 -5.729 0.885
C 2.976 -5.168 0.491
C 2.965 -4.710 -0.964
C 1.866 -3.676 -1.182
C 0.503 -4.232 -0.778
N -1.395 -1.919 1.530
C -0.825 -0.804 2.244
C 0.585 -0.484 1.723
N 0.585 0.271 0.496
C -0.067 -0.060 -0.639
N -0.708 -1.105 -1.022
C -1.045 -0.879 -2.420
C -0.502 0.535 -2.810
C -1.575 1.514 -3.334
C -2.246 2.302 -2.239
C -2.844 1.677 -1.150
C -3.436 2.423 -0.145
C -3.456 3.805 -0.219
C -2.874 4.437 -1.305
C -2.267 3.689 -2.299
N 0.040 0.954 -1.545
C 0.993 1.936 -1.121
C 1.065 1.643 0.395
C 0.186 2.618 1.205
C 0.779 3.997 1.208
C 1.889 4.282 1.993
C 2.468 5.537 1.980
C 1.942 6.538 1.172
O 2.477 7.787 1.123
C 0.828 6.264 0.385
C 0.259 5.007 0.407
H -2.173 -3.827 0.175
H -2.874 -4.716 1.542
H -0.729 -5.677 2.126
H -1.126 -6.078 0.451
H 0.735 -3.825 1.318
H 1.634 -6.044 1.930
H 1.394 -6.609 0.275
H 3.747 -5.928 0.637
H 3.217 -4.319 1.136
H 2.785 -5.571 -1.612
H 3.937 -4.289 -1.232
H 1.842 -3.372 -2.231
H 2.078 -2.785 -0.586
H -0.244 -3.454 -0.929
H 0.254 -5.083 -1.417
H -1.332 -1.846 0.511
H -0.781 -1.090 3.299
H -1.466 0.078 2.134
H 1.113 -1.432 1.559
H 1.139 0.094 2.465
H -0.586 -1.666 -3.027
H -2.128 -0.950 -2.556
H 0.289 0.441 -3.569
H -1.107 2.214 -4.030
H -2.323 0.946 -3.893
H -2.846 0.602 -1.074
H -3.888 1.920 0.697
H -3.921 4.386 0.563
H -2.890 5.516 -1.376
H -1.805 4.194 -3.137
H 0.648 2.954 -1.321
H 1.970 1.794 -1.608
H 2.095 1.699 0.766
H 0.112 2.248 2.230
H -0.814 2.632 0.768
H 2.304 3.516 2.632
H 3.330 5.744 2.601
H 3.233 7.844 1.721
H 0.424 7.051 -0.232
H -0.614 4.809 -0.198
*
```

***

Most favorable structure: i. The second most favorable one is 0.0037 hartree above it.

***

## i
A molecular structure, C2H8NO2. Source: the OMol25 dataset; level of theory: the ωB97M-V functional and the def2-TZVPD basis.

Output
Gap between HOMO and LUMO: 7.36 eV
LUMO energy: 4.10 eV
Highest occupied orbital energy: -3.26 eV
Molecular weight: 78.09 g mol⁻¹

Structure (ORCA input):
```
! wB97M-V def2-TZVPD RIJCOSX def2/J DEFGRID3
* xyz -1 1
C -0.226 0.317 -0.281
O 0.571 -0.769 -0.586
C 0.443 1.625 0.232
N 0.519 2.045 1.613
H -0.781 0.611 -1.189
H -0.964 -0.045 0.456
H 0.378 2.433 -0.505
H -0.481 2.101 1.195
H 0.375 1.198 2.168
H 1.467 1.347 -0.111
H -1.843 -3.097 -0.848
H 0.007 -1.619 -0.531
O -0.935 -2.799 -0.912
*
```

***

## ii
2 unconnected molecules or ions with the total composition C2H8NO2. Source: the OMol25 dataset; level of theory: the ωB97M-V functional and the def2-TZVPD basis.

Output
Gap between HOMO and LUMO: 7.76 eV
LUMO energy: 4.50 eV
Highest occupied orbital energy: -3.25 eV
Molecular weight: 78.09 g mol⁻¹

Structure (ORCA input):
```
! wB97M-V def2-TZVPD RIJCOSX def2/J DEFGRID3
* xyz -1 1
C -1.167 0.412 1.799
O -1.273 0.934 0.505
H -1.555 -0.649 1.900
H -0.217 0.683 2.283
H -2.009 0.869 2.505
N 1.717 0.439 -0.881
C 0.980 -0.903 -1.031
O -0.258 -1.050 -0.544
H 1.967 0.986 -1.713
H 1.201 1.118 -0.406
H 1.003 -0.981 -2.166
H 1.694 -1.492 -0.409
H -0.731 0.270 -0.126
*
```

***

Most favorable structure: ii. The second most favorable one is 0.0530 hartree above it.

***

## i
A molecular structure, C4H7BrO. Source: the OMol25 dataset; level of theory: the ωB97M-V functional and the def2-TZVPD basis.

Output
Gap between HOMO and LUMO: 10.30 eV
LUMO energy: 0.47 eV
Highest occupied orbital energy: -9.83 eV
Molecular weight: 151.00 g mol⁻¹

Structure (ORCA input):
```
! wB97M-V def2-TZVPD RIJCOSX def2/J DEFGRID3
* xyz 0 1
C -1.254 -1.216 -0.762
C -2.246 -0.549 -0.552
C 0.942 2.108 -0.253
C 1.128 0.871 0.567
O 1.157 -0.248 0.150
Br -3.629 0.572 0.119
H -0.514 -1.816 -1.207
H 0.140 -4.392 0.645
H 1.784 2.926 0.037
H 1.107 1.766 -1.374
H 0.030 2.540 -0.029
H 0.002 -3.760 1.077
H 1.354 1.198 1.580
*
```

***

## ii
2 unconnected molecules or ions with the total composition C4H7BrO. Source: the OMol25 dataset; level of theory: the ωB97M-V functional and the def2-TZVPD basis.

Output
Gap between HOMO and LUMO (alpha / beta): 7.96 / 8.08 eV
LUMO energy (alpha / beta): 0.10 / 0.00 eV
Highest occupied orbital energy (alpha / beta): -7.87 / -8.08 eV
Molecular weight: 151.00 g mol⁻¹

Structure (ORCA input):
```
! wB97M-V def2-TZVPD RIJCOSX def2/J DEFGRID3
* xyz 0 1
C 0.852 1.634 0.772
C 0.676 0.843 -0.243
C -1.611 -1.029 -0.897
C 0.719 -0.622 -0.205
O 0.943 -1.380 0.949
Br -1.754 -0.880 -2.807
H 0.994 2.714 0.682
H 1.093 1.367 1.803
H 0.587 1.366 -1.180
H -1.504 -2.094 -0.773
H -2.132 -0.482 -0.214
H 1.222 -1.062 -1.097
H 1.518 -0.904 1.624
*
```

***

## iii
A single C4H7BrO molecule. Source: the OMol25 dataset; level of theory: the ωB97M-V functional and the def2-TZVPD basis.

Output
Gap between HOMO and LUMO (alpha / beta): 8.30 / 7.83 eV
LUMO energy (alpha / beta): 0.62 / 0.47 eV
Highest occupied orbital energy (alpha / beta): -7.68 / -7.37 eV
Molecular weight: 151.00 g mol⁻¹

Structure (ORCA input):
```
! wB97M-V def2-TZVPD RIJCOSX def2/J DEFGRID3
* xyz 0 1
C 0.332 -0.794 -0.691
C -2.317 -1.150 -0.103
C 1.168 0.928 0.938
C 1.120 0.489 -0.452
O -0.967 -0.832 -0.271
Br -3.332 0.383 0.324
H 0.640 -1.565 -1.299
H -2.770 -2.064 -0.470
H 0.212 0.916 1.288
H 1.584 1.883 0.906
H 1.787 0.275 1.654
H 2.027 0.262 -0.933
H 0.514 1.268 -0.892
*
```

***

Most favorable structure: ii. The second most favorable one is 0.0111 hartree above it.